# 1
Entry from the Open Molecules 2025 dataset: an isolated ion of composition C7H15N2 and charge +1 in a non-equilibrium geometry (the ωB97M-V functional and the def2-TZVPD basis).

Output
HOMO in eV: -12.537
Molecular weight in g/mol: 127.21
Maximum force in eV Å⁻¹: 6.69
Energy in Ha: -384.92510
SMILES: CC1(C)[NH2+]C[C@@H]2C[C@@]21N
LUMO in eV: -2.99
HOMO-LUMO gap in Ha: 0.351
Energy above the lowest of the compared OMol25 structures with the same formula, charge and spin in kJ/mol: 188.2

Structure (ORCA input):
```
! RIJCOSX wB97M-V def2-TZVPD def2/J DEFGRID3
* xyz 1 1
C -1.902 0.751 0.079
C -0.696 -0.084 -0.309
C -0.777 -0.651 -1.802
N -0.463 -1.367 0.566
C 1.076 -1.576 0.602
C 1.638 -0.191 0.646
C 0.973 0.829 1.535
C 0.619 0.671 -0.052
N 1.050 1.682 -0.968
H -2.791 0.255 0.189
H -2.186 1.622 -0.544
H -1.749 1.214 1.099
H 0.116 -0.910 -2.309
H -1.232 0.056 -2.458
H -1.544 -1.490 -1.803
H -0.959 -2.183 0.247
H -0.708 -1.222 1.576
H 1.336 -2.106 -0.339
H 1.394 -2.177 1.415
H 2.685 0.007 0.193
H 0.188 0.749 2.347
H 1.573 1.703 1.725
H 1.942 2.081 -0.577
H 0.417 2.337 -1.059
*
```

=====

# 2
Entry from the Open Molecules 2025 dataset: one molecule with the formula C24H28N2O3 in a non-equilibrium geometry (the ωB97M-V functional and the def2-TZVPD basis).

Output
HOMO in eV: -8.267
Molecular weight in g/mol: 392.50
Maximum force in eV Å⁻¹: 1.04
Energy in Ha: -1266.63142
SMILES: Cc1ccc2cc(CN(Cc3ccco3)C(=O)C3CCCCC3)c(=O)[nH]c2c1C
LUMO in eV: 0.38
HOMO-LUMO gap in Ha: 0.318
Energy above the lowest of the compared OMol25 structures with the same formula, charge and spin in kJ/mol: 0.0

Structure (ORCA input):
```
! RIJCOSX wB97M-V def2-TZVPD def2/J DEFGRID3
* xyz 0 1
C -1.406 -6.490 -2.887
C -0.946 -5.081 -2.654
C 0.427 -4.831 -2.554
C 0.913 -3.566 -2.346
C 0.031 -2.488 -2.226
C 0.470 -1.145 -2.026
C -0.400 -0.116 -1.916
C 0.060 1.298 -1.692
N 0.150 1.598 -0.268
C -1.049 2.131 0.356
C -1.004 3.624 0.465
C -1.119 4.463 1.534
C -0.983 5.778 1.024
C -0.791 5.638 -0.314
O -0.805 4.341 -0.661
C 1.341 1.395 0.344
O 2.284 0.914 -0.260
C 1.443 1.760 1.818
C 1.150 0.506 2.650
C 1.295 0.805 4.139
C 2.701 1.314 4.444
C 3.006 2.557 3.615
C 2.855 2.262 2.127
C -1.835 -0.359 -1.960
O -2.700 0.494 -1.812
N -2.200 -1.665 -2.185
C -1.352 -2.733 -2.319
C -1.848 -4.031 -2.537
C -3.335 -4.230 -2.635
H -1.960 -6.569 -3.821
H -0.552 -7.161 -2.942
H -2.051 -6.828 -2.077
H 1.115 -5.659 -2.646
H 1.975 -3.385 -2.273
H 1.531 -0.954 -1.958
H 1.058 1.431 -2.117
H -0.641 1.998 -2.149
H -1.895 1.833 -0.272
H -1.197 1.703 1.350
H -1.290 4.186 2.555
H -1.022 6.692 1.580
H -0.638 6.354 -1.096
H 0.731 2.548 2.071
H 1.856 -0.276 2.361
H 0.142 0.137 2.438
H 1.091 -0.098 4.718
H 0.564 1.562 4.431
H 3.426 0.533 4.205
H 2.791 1.542 5.508
H 4.022 2.901 3.821
H 2.319 3.359 3.897
H 3.574 1.501 1.818
H 3.055 3.163 1.543
H -3.198 -1.828 -2.228
H -3.585 -5.267 -2.826
H -3.748 -3.631 -3.448
H -3.824 -3.933 -1.706
*
```

=====

# 3
Entry from the Open Molecules 2025 dataset: C21H20ClNOPPb as an isolated structure in a non-equilibrium geometry (the ωB97M-V functional and the def2-TZVPD basis).

Output
HOMO (spin up / spin down) in eV: -17.762 / -17.913
Molecular weight in g/mol: 576.02
Maximum force in eV Å⁻¹: 4.10
Energy in Ha: -1935.29241
LUMO (spin up / spin down) in eV: -13.10 / -13.85
HOMO-LUMO gap (spin up / spin down) in Ha: 0.171 / 0.149
Energy above the lowest of the compared OMol25 structures with the same formula, charge and spin in kJ/mol: 41.5

Structure (ORCA input):
```
! RIJCOSX wB97M-V def2-TZVPD def2/J DEFGRID3
* xyz 3 1
Pb -0.983 -1.689 2.894
Cl 1.418 -2.117 2.736
C -0.236 0.682 2.079
O 0.334 1.639 2.415
P -0.006 0.062 -0.321
C -1.505 -0.308 -1.297
C 0.507 1.694 -0.940
C 1.268 -1.071 -0.970
C 1.720 1.921 -1.627
C 2.024 3.204 -2.098
C 1.145 4.262 -1.893
C -0.047 4.057 -1.182
C -0.356 2.776 -0.701
H 2.412 1.100 -1.788
H 2.961 3.361 -2.641
H 1.385 5.260 -2.275
H -0.732 4.880 -1.012
H -1.281 2.629 -0.140
C -2.384 -1.312 -0.853
C -3.587 -1.540 -1.515
C -3.919 -0.798 -2.657
C -3.028 0.163 -3.137
C -1.827 0.415 -2.463
H -2.110 -1.916 0.018
H -4.279 -2.294 -1.133
H -4.875 -0.981 -3.159
H -3.272 0.728 -4.037
H -1.159 1.185 -2.843
C 1.100 -1.816 -2.151
C 2.126 -2.642 -2.613
C 3.322 -2.765 -1.895
C 3.478 -2.055 -0.695
C 2.467 -1.216 -0.246
H 0.165 -1.747 -2.706
H 1.994 -3.200 -3.543
H 4.124 -3.409 -2.257
H 4.394 -2.162 -0.108
H 2.576 -0.713 0.718
H -2.853 -1.403 2.714
H -1.631 -2.808 1.920
C 0.069 0.107 7.330
C -0.581 -0.222 6.097
N -1.045 -0.518 5.070
H 1.055 -0.381 7.367
H -0.549 -0.235 8.165
H 0.203 1.195 7.375
*
```

=====

# 4
Entry from the Open Molecules 2025 dataset: an isolated ion of composition C6H11N2O and charge +1 in a non-equilibrium geometry (the ωB97M-V functional and the def2-TZVPD basis).

Output
HOMO (spin up / spin down) in eV: -11.681 / -11.676
Molecular weight in g/mol: 127.17
Maximum force in eV Å⁻¹: 3.60
Energy in Ha: -419.55814
LUMO (spin up / spin down) in eV: -4.16 / -4.32
HOMO-LUMO gap (spin up / spin down) in Ha: 0.276 / 0.270
Energy above the lowest of the compared OMol25 structures with the same formula, charge and spin in kJ/mol: 521.8

Structure (ORCA input):
```
! RIJCOSX wB97M-V def2-TZVPD def2/J DEFGRID3
* xyz 1 1
C 2.350 0.468 -0.304
C 1.598 -1.767 -0.341
C -0.345 -0.497 0.063
C 3.213 1.547 0.127
C -2.594 -1.127 -0.433
C -2.114 1.127 0.320
N 2.269 -0.726 -0.057
N -1.599 -0.263 0.059
O 0.146 -1.697 -0.119
H 1.839 -2.741 -0.059
H 0.258 0.356 0.323
H 4.124 1.166 0.615
H 2.822 2.118 0.961
H 3.409 2.241 -0.741
H -3.186 -0.650 -1.143
H -2.192 -1.929 -0.894
H -3.141 -1.648 0.371
H -2.655 0.913 1.179
H -1.328 1.826 0.515
H -2.874 1.282 -0.443
*
```